1.
Computed, not measured: a cluster of 2 separate species, C5H12NO in total, with ωB97M-V with the def2-TZVPD basis set.

Properties
**Energy**: -8910.0534 eV
**2S+1**: 2
**Expectation value of S²**: 0.755
**Strongest force on any atom**: 4.5 eV/A
**Net charge**: -2
**LUMO energy (alpha / beta)**: 6.22 / 6.18 eV
**ΔE to the lowest compared entry with this formula, charge and spin**: 60.0 kcal/mol

Last columns: bonded neighbours and bond lengths (Å).
Atoms and positions in Å:
1 C -2.8197 -0.3588 0.6218  O2 1.350, C3 1.614, H8 1.115, H9 1.137
2 O -4.0887 -0.3028 0.1649  C1 1.350
3 C -1.7032 0.1012 -0.4487  C1 1.614, C4 1.533, H10 1.082, H11 1.089
4 C -0.3387 -0.1878 0.1882  C3 1.533, C5 1.496, H12 1.109, H13 1.100
5 C 0.8223 0.0862 -0.7148  C4 1.496, N7 1.427, H14 1.093
6 C 4.7239 0.4768 0.3200  H16 1.074, H17 1.081, H18 1.098, H19 1.114
7 N 2.2054 0.2250 -0.3906  C5 1.427, H15 1.112
8 H -2.6866 0.2699 1.5336  C1 1.115
9 H -2.4744 -1.3924 0.9479  C1 1.137
10 H -1.8445 1.1530 -0.6579  C3 1.082
11 H -1.9599 -0.5018 -1.3183  C3 1.089
12 H -0.0994 0.4737 1.0456  C4 1.109
13 H -0.3952 -1.2244 0.5532  C4 1.100
14 H 0.7280 -0.0428 -1.7966  C5 1.093
15 H 1.9479 -0.7568 0.0631  N7 1.112
16 H 4.3590 -0.5324 0.3569  C6 1.074
17 H 4.2379 0.9638 -0.5143  C6 1.081
18 H 4.5100 0.9705 1.2766  C6 1.098
19 H 5.8110 0.6568 0.1568  C6 1.114

***

2.
Computed, not measured: the molecule C5H12NO, with ωB97M-V with the def2-TZVPD basis set.

Properties
**Energy**: -8914.3192 eV
**2S+1**: 2
**Expectation value of S²**: 0.754
**Strongest force on any atom**: 2.5 eV/A
**LUMO energy (alpha / beta)**: 1.08 / -1.49 eV
**ΔE to the lowest compared entry with this formula, charge and spin**: 20.0 kcal/mol

Last columns: bonded neighbours and bond lengths (Å).
Atoms and positions in Å:
1 C 2.1016 1.1778 -0.6716  C2 1.517, H8 1.085, H9 1.091, H10 1.086
2 C 1.2539 0.4991 0.3883  C1 1.517, N3 1.452, H11 1.087, H12 1.106
3 N 0.0418 -0.0999 -0.1423  C2 1.452, C4 1.454, C5 1.435
4 C -0.8511 0.9080 -0.6903  N3 1.454, H13 1.083, H14 1.092, H15 1.099
5 C -0.6183 -0.8979 0.8516  N3 1.435, C6 1.559, H16 1.085, H17 1.109
6 C -1.6317 -1.9219 0.2554  C5 1.559, O7 1.343, H18 1.095, H19 1.098
7 O -2.8571 -1.8274 0.7966  C6 1.343
8 H 2.3802 0.4600 -1.4354  C1 1.085
9 H 3.0163 1.5569 -0.2133  C1 1.091
10 H 1.5985 2.0098 -1.1549  C1 1.086
11 H 1.8685 -0.2844 0.8238  C2 1.087
12 H 1.0065 1.1910 1.2147  C2 1.106
13 H -1.8365 0.5010 -0.8810  C4 1.083
14 H -0.4928 1.2678 -1.6571  C4 1.092
15 H -0.9648 1.7594 -0.0047  C4 1.099
16 H 0.0863 -1.4555 1.4605  C5 1.085
17 H -1.1938 -0.2973 1.5843  C5 1.109
18 H -1.2049 -2.9301 0.2723  C6 1.095
19 H -1.7024 -1.6165 -0.7969  C6 1.098

***

3.
Computed, not measured: the ion C5H12NO with charge +1, with ωB97M-V with the def2-TZVPD basis set.

Properties
**Energy**: -8907.3516 eV
**SMILES**: C=C([NH3+])CCCO
**2S+1**: 1
**Strongest force on any atom**: 4.9 eV/A
**Net charge**: +1
**LUMO energy**: -3.63 eV
**ΔE to the lowest compared entry with this formula, charge and spin**: 75.6 kcal/mol

Last columns: bonded neighbours and bond lengths (Å).
Atoms and positions in Å:
1 C -0.6567 0.1328 2.3599  C2 1.362, H8 1.155, H9 1.110
2 C 0.1536 0.5449 1.3457  C1 1.362, N3 1.446, C4 1.475
3 N 1.5871 0.5935 1.5308  C2 1.446, H10 0.976, H11 0.980, H12 1.056
4 C -0.2565 0.7272 -0.0593  C2 1.475, C5 1.538, H13 1.145, H14 1.079
5 C 0.6076 0.1196 -1.1772  C4 1.538, C6 1.497, H15 1.116, H16 1.193
6 C -0.2735 -0.6232 -2.1322  C5 1.497, O7 1.405, H17 1.023, H18 1.101
7 O -1.2965 -1.4005 -1.5630  C6 1.405, H19 0.953
8 H -1.7899 0.2116 2.1533  C1 1.155
9 H -0.5648 -0.4100 3.3234  C1 1.110
10 H 1.7456 1.3788 0.9737  N3 0.976
11 H 1.9834 0.7105 2.4197  N3 0.980
12 H 2.0483 -0.2086 1.0222  N3 1.056
13 H -1.2962 0.2488 -0.0761  C4 1.145
14 H -0.3561 1.7884 -0.2255  C4 1.079
15 H 1.4868 -0.5222 -0.9324  C5 1.116
16 H 1.2254 1.1355 -1.2743  C5 1.193
17 H -0.8165 -0.1062 -2.8280  C6 1.023
18 H 0.3050 -1.2599 -2.8195  C6 1.101
19 H -2.1560 -1.3256 -1.9687  O7 0.953